The following is a quantum chemistry calculation of a cluster of 3 separate species, C14H37F3N6O5P2 in total in a non-equilibrium geometry, from the Open Molecules 2025 dataset.

```
67
Properties=species:S:1:pos:R:3:forces:R:3
O -4.88544 -0.70548 3.12990 -0.5 -0.7 -0.2
C -4.71740 0.45006 3.00439 0.6 0.0 -0.1
O -3.60609 0.99375 2.49256 -0.1 0.4 0.8
O -5.61105 1.43216 3.38321 -0.3 0.1 -0.3
C -6.94699 1.14147 3.20157 -0.2 0.3 0.4
F -7.38707 0.20570 4.03234 0.1 0.0 -0.2
F -7.19658 0.77092 1.94512 0.1 -0.1 0.2
F -7.61522 2.26500 3.45170 0.1 -0.1 -0.1
H -3.41569 1.77890 3.03328 0.1 0.2 -0.5
O 0.00344 3.93560 2.96503 -2.9 0.2 -0.3
P 0.07518 3.70126 1.49955 5.1 -0.7 -1.4
N 0.64958 2.09459 1.38936 -0.5 0.1 0.1
C 1.26655 1.52140 0.20858 0.0 -0.1 -0.5
C -0.18156 1.10823 2.08196 -0.1 0.1 0.5
N 1.29098 4.82309 1.06050 0.2 -0.1 0.3
C 2.35502 4.51482 0.12226 -0.2 0.1 -0.4
C 1.80829 5.67397 2.12684 0.0 0.0 0.2
N -0.67356 3.79733 -0.05670 -2.1 1.0 1.5
C -1.02444 5.17729 -0.47677 0.2 0.2 -0.2
C -1.93892 3.02531 -0.13253 0.3 -0.6 -0.2
H 0.56486 1.35014 -0.62168 0.0 0.0 0.0
H 1.70247 0.55292 0.45982 -0.1 0.0 0.1
H 2.08878 2.12146 -0.16624 -0.2 0.1 0.0
H -1.15271 0.94937 1.59895 0.1 -0.2 0.0
H -0.36750 1.42262 3.10957 0.0 0.1 0.0
H 0.32748 0.14588 2.12730 0.1 0.0 -0.1
H 3.09624 3.82821 0.54979 0.0 0.0 0.0
H 2.87739 5.43317 -0.15738 0.0 0.0 0.1
H 1.96445 4.09630 -0.80560 -0.1 -0.1 0.1
H 2.50462 5.13961 2.78406 0.0 0.0 0.0
H 1.00637 6.07863 2.73531 0.0 -0.1 0.0
H 2.33667 6.52350 1.68736 0.0 -0.1 -0.1
H -1.70579 5.66568 0.22662 -0.1 0.0 -0.1
H -1.50562 5.13705 -1.45458 -0.1 -0.1 0.0
H -0.14321 5.79906 -0.58387 0.1 -0.1 0.2
H -2.64150 3.28828 0.66389 -0.1 0.0 -0.1
H -1.74871 1.95355 -0.09200 0.1 0.0 0.1
H -2.42534 3.21160 -1.08825 0.0 0.1 0.0
O 1.76953 -2.14215 -0.18928 2.0 1.4 -1.5
P 1.68111 -3.16679 -1.25932 -3.7 -3.7 1.5
N 0.08795 -2.94930 -1.86226 0.4 0.4 -0.2
C -0.64596 -3.94360 -2.62200 0.1 -0.2 -0.4
C -0.19250 -1.59856 -2.34747 0.0 0.3 0.4
N 1.77662 -4.60106 -0.33166 -0.2 0.1 0.3
C 0.93536 -5.76107 -0.56426 0.2 -0.2 -0.3
C 1.99336 -4.43371 1.10213 0.0 0.2 0.2
N 2.36549 -3.92939 -2.64946 1.9 1.9 0.4
C 3.67654 -4.57976 -2.39676 0.0 -0.4 0.1
C 2.60115 -2.98253 -3.76843 -0.6 0.0 -0.3
H -0.26406 -4.10245 -3.64123 0.0 0.0 0.0
H -1.68494 -3.62165 -2.71303 0.0 0.1 0.0
H -0.67657 -4.90387 -2.12125 0.1 0.1 0.0
H 0.33867 -1.34495 -3.27470 -0.1 0.0 0.0
H 0.08638 -0.86300 -1.59325 0.1 -0.1 0.0
H -1.25999 -1.48262 -2.53699 0.0 -0.1 0.0
H -0.10102 -5.58916 -0.24804 0.0 -0.1 0.0
H 1.31686 -6.61268 0.00399 0.0 0.1 0.1
H 0.95139 -6.06692 -1.61064 0.0 0.1 0.0
H 1.08103 -4.12630 1.62693 0.0 0.0 0.0
H 2.76730 -3.70046 1.30323 -0.1 0.1 0.0
H 2.33096 -5.38067 1.52958 -0.1 -0.1 -0.1
H 4.42614 -3.87379 -2.02739 0.1 0.0 -0.1
H 4.03898 -5.01553 -3.32813 -0.1 0.1 -0.1
H 3.58983 -5.38956 -1.68172 -0.2 0.1 0.1
H 3.18561 -2.10965 -3.46498 0.1 0.0 0.0
H 1.66031 -2.64278 -4.19935 0.0 0.0 0.1
H 3.13644 -3.48843 -4.56955 0.0 -0.1 0.1
```
Forces are in eV/Å.

Properties
- SMILES string: CN(C)P(=O)(N(C)C)N(C)C.CN(C)P(=O)(N(C)C)N(C)C.O=C(O)OC(F)(F)F
- Molar mass: 488.4 g/mol
- Orbital gap: 8.9 eV
- Maximum force: 0.1062 hartree/bohr
- HOMO energy: -8.5 eV
- Energy: -2242.7097 Ha

These are the Löwdin partial charges, in e, on atoms 1 to 2: number 1, O, carries 0.22; number 2, C, carries -0.57